The following is a DFT calculation (ωB97M-V/def2-TZVPD) of a structure of composition C30H20ClMoN2O6S at a distorted geometry.

Last column: Mulliken charge in e.
Positions of all 61 atoms, in Å:
Mo: -0.48 -0.59 0.08  0.5331
Cl: 0.64 -3.26 6.59  -0.0540
C: 0.37 -2.31 5.23  0.3163
C: 0.68 -0.90 5.30  -0.5113
C: 0.49 -0.18 4.17  -0.5534
C: -0.16 -0.77 3.04  0.5600
O: -0.24 -0.03 1.98  -0.5825
C: -0.76 -2.11 3.14  0.3573
C: -1.78 -2.45 2.18  0.0064
N: -1.96 -1.91 1.00  0.6832
C: -3.20 -1.94 0.31  0.6996
C: -4.06 -3.00 0.40  -0.6382
C: -5.27 -2.88 -0.30  -0.9935
C: -5.55 -1.78 -1.06  -0.8408
C: -4.68 -0.66 -1.15  0.5322
C: -4.91 0.57 -1.82  -0.3419
C: -3.93 1.54 -1.82  -1.0096
C: -2.69 1.29 -1.24  -0.1903
N: -2.42 0.17 -0.56  0.2923
C: -3.45 -0.78 -0.46  0.4354
C: -0.41 -2.90 4.21  -0.8675
H: 1.08 -0.44 6.30  0.3584
H: 0.62 0.93 4.14  0.4445
H: -2.59 -3.11 2.52  0.4629
H: -3.80 -3.88 1.01  0.4930
H: -6.08 -3.59 -0.28  0.4391
H: -6.48 -1.69 -1.55  0.4989
H: -5.88 0.74 -2.28  0.4988
H: -4.14 2.54 -2.24  0.4123
H: -1.87 1.99 -1.15  0.6710
H: -0.77 -3.94 4.30  0.5023
O: 0.77 -3.21 -2.56  -0.3920
C: 0.56 -2.57 -1.60  0.2671
O: -0.55 -1.81 -1.36  -0.4382
C: 1.57 -2.45 -0.49  0.9830
O: 2.63 -2.95 -0.39  -0.3892
O: 1.09 -1.59 0.56  -0.3501
O: 0.34 1.00 -0.64  -0.2560
S: 1.30 1.45 -1.94  0.0118
C: 2.77 0.59 -1.66  1.0909
C: 3.17 -0.22 -2.74  -0.5154
C: 4.38 -0.96 -2.58  -0.6579
C: 4.91 -1.09 -1.32  -0.6469
C: 4.48 -0.24 -0.25  -0.6012
C: 3.42 0.62 -0.39  -0.1925
C: 1.64 3.16 -1.59  0.8909
C: 1.99 3.59 -0.33  0.0804
C: 2.25 4.95 -0.13  -0.6866
C: 2.28 5.79 -1.27  -0.5975
C: 1.87 5.29 -2.56  -0.5579
C: 1.56 3.99 -2.76  -0.5832
H: 2.63 -0.12 -3.68  0.4921
H: 4.73 -1.52 -3.43  0.4350
H: 5.64 -1.84 -1.12  0.5092
H: 5.13 -0.27 0.65  0.4068
H: 3.08 1.24 0.41  0.1742
H: 1.97 2.90 0.56  0.1180
H: 2.43 5.30 0.91  0.3837
H: 2.46 6.82 -1.23  0.4927
H: 1.90 5.97 -3.40  0.4353
H: 1.31 3.49 -3.67  0.4795

total charge = +3
E_HOMO (spin up / spin down) = -0.624 / -0.624 hartree
HOMO-LUMO gap (spin up / spin down) = 4.884 / 4.879 eV

The following is a DFT calculation (ωB97M-V/def2-TZVPD) of the molecule C5H8N2 at a distorted geometry.

Last column: Mulliken charge in e.
Positions of all 15 atoms, in Å:
C: -0.70 1.41 0.04  -1.3221
C: -0.27 -0.04 0.00  1.5604
C: -1.27 -1.02 0.57  -1.4001
N: 0.34 -0.62 -1.19  -0.6984
C: 1.14 -0.54 0.05  -0.2995
C: 2.39 0.16 -0.09  -0.0780
N: 3.46 0.53 -0.35  -0.4671
H: -1.08 1.67 1.03  0.3518
H: -1.52 1.55 -0.67  0.3243
H: 0.10 2.11 -0.22  0.3450
H: -2.18 -1.00 -0.05  0.3135
H: -0.86 -2.04 0.50  0.3729
H: -1.53 -0.81 1.61  0.3559
H: 0.67 0.12 -1.81  0.3138
H: 1.29 -1.48 0.58  0.3276

energy relative to the best compared isomer or geometry (same formula, charge and spin) = 1.453 eV
SMILES = CC1(C)N[C@H]1C#N
total charge = 0
E_HOMO = -0.365 hartree
HOMO-LUMO gap = 10.780 eV

The following is a DFT calculation (ωB97M-V/def2-TZVPD) of the molecule C4H7FS at a distorted geometry.

Last column: Mulliken charge in e.
Positions of all 13 atoms, in Å:
C: 1.02 1.63 -0.17  -1.0624
C: 0.51 0.27 0.27  0.5076
C: -0.86 0.14 0.85  -0.8182
C: 1.27 -0.85 0.23  -0.2286
H: 1.93 1.64 -0.78  0.3294
H: 0.20 2.14 -0.75  0.2801
H: 1.18 2.23 0.74  0.2608
H: -1.20 0.97 1.40  0.3755
H: -0.85 -0.75 1.47  0.3990
H: -2.96 -1.07 0.24  0.1310
H: 0.93 -1.87 0.44  0.3229
F: 2.51 -0.79 -0.33  -0.2535
S: -2.09 -0.21 -0.43  -0.2437

energy relative to the best compared isomer or geometry (same formula, charge and spin) = 1.121 eV
SMILES = C/C(=C\F)CS
total charge = 0
E_HOMO = -0.328 hartree
HOMO-LUMO gap = 9.644 eV

The following is a DFT calculation (ωB97M-V/def2-TZVPD) of a cluster of 8 separate species, C32H72BrClFNO12P in total at a distorted geometry.

Last column: Mulliken charge in e.
Positions of all 121 atoms, in Å:
C: -1.39 -0.06 2.12  -1.1231
C: -0.47 1.18 2.65  0.8074
C: -0.36 2.37 1.56  -0.9834
C: 0.93 0.68 3.24  -0.1464
C: 0.73 -0.34 4.46  -1.1343
C: 1.93 0.06 2.11  0.2493
O: 1.76 -1.39 1.94  -0.2211
C: 2.73 -1.95 1.08  0.0625
C: 2.39 -2.35 -0.42  0.4789
C: 0.95 -2.20 -1.08  -0.8209
C: 0.44 -0.68 -1.23  1.0229
C: 0.22 -0.22 -2.79  -0.3683
F: -0.18 1.21 -2.71  -0.3718
C: 3.50 -2.97 -1.34  1.0932
C: 3.27 -3.41 -2.85  -1.2647
O: 3.02 -2.29 -3.74  -0.1106
C: 4.22 -1.51 -3.95  -0.5044
O: 3.86 -0.10 -3.82  -0.2916
C: 4.52 0.51 -2.69  0.1849
C: 3.74 1.83 -2.14  -0.1097
O: 2.85 2.36 -3.17  -0.5831
C: 4.92 -3.15 -0.73  -0.0392
C: 5.15 -2.74 0.73  -0.1038
P: 6.91 -3.04 1.44  0.4265
O: 7.29 -4.73 1.28  -0.5021
Cl: 8.27 -2.07 0.14  -0.2122
N: 4.08 -2.17 1.57  -0.1383
Br: 4.60 -1.78 3.35  0.1746
H: -0.83 -0.75 1.42  -0.0360
H: -2.37 0.36 1.70  0.3267
H: -1.68 -0.68 3.05  0.3881
H: -1.07 1.61 3.54  0.1989
H: -0.93 3.32 1.85  0.1826
H: 0.74 2.64 1.31  0.3003
H: -0.83 2.04 0.55  0.1043
H: 1.46 1.60 3.66  0.4416
H: 0.38 0.17 5.42  0.3942
H: 1.77 -0.80 4.70  0.1049
H: 0.07 -1.22 4.16  0.2190
H: 1.74 0.67 1.16  -0.6902
H: 2.99 0.36 2.47  0.5127
H: 0.84 -2.70 -2.10  0.2645
H: 0.22 -2.77 -0.38  0.4318
H: -0.61 -0.65 -0.75  0.0944
H: 1.16 0.07 -0.78  -0.7334
H: 1.19 -0.30 -3.38  0.0382
H: -0.66 -0.78 -3.26  0.4603
H: 2.39 -4.14 -2.95  0.2965
H: 4.18 -3.98 -3.27  0.2479
H: 4.59 -1.65 -5.02  0.3166
H: 5.09 -1.78 -3.25  0.3563
H: 5.58 0.85 -2.99  0.3141
H: 4.63 -0.22 -1.79  -0.0645
H: 3.15 1.62 -1.17  -0.2106
H: 4.50 2.68 -1.94  0.3778
H: 2.08 1.74 -3.20  0.2602
H: 5.73 -3.58 -1.41  0.3215
H: 6.46 -5.26 1.22  0.3441
C: 1.59 -2.94 8.95  -1.1597
C: 1.36 -1.96 7.82  -0.0271
O: 0.07 -1.37 7.92  -0.5213
H: 0.83 -3.72 8.94  0.2995
H: 2.58 -3.40 8.88  0.3230
H: 1.51 -2.43 9.92  0.3495
H: 1.43 -2.47 6.85  0.2046
H: 2.11 -1.16 7.83  0.2587
H: 0.03 -0.92 8.77  0.2900
C: -5.00 3.91 4.45  -1.0839
C: -3.83 2.99 4.20  -0.1036
O: -2.67 3.76 3.86  -0.4423
H: -5.21 4.52 3.56  0.2817
H: -5.90 3.34 4.70  0.3837
H: -4.78 4.60 5.27  0.2012
H: -4.04 2.32 3.36  0.2289
H: -3.61 2.39 5.08  0.2897
H: -2.49 4.34 4.61  0.2481
C: -4.71 8.09 6.32  -1.0131
C: -3.32 7.59 6.67  -0.2938
O: -2.89 6.63 5.72  -0.4356
H: -5.42 7.26 6.30  0.2362
H: -5.06 8.83 7.05  0.3542
H: -4.72 8.55 5.33  0.3373
H: -3.33 7.12 7.66  0.2704
H: -2.60 8.42 6.69  0.2735
H: -2.88 7.06 4.86  0.2797
C: 2.44 -7.75 -5.55  -1.1713
C: 2.24 -6.36 -4.98  -0.1363
O: 2.97 -6.22 -3.77  -0.4966
H: 2.12 -8.51 -4.84  0.2893
H: 1.87 -7.87 -6.48  0.3701
H: 3.50 -7.93 -5.76  0.3341
H: 1.18 -6.19 -4.75  0.3180
H: 2.56 -5.59 -5.68  0.2274
H: 3.91 -6.36 -3.97  0.2827
C: -4.70 1.60 -2.98  -0.9101
C: -4.21 1.90 -1.57  -0.3100
O: -3.24 0.94 -1.18  -0.3849
H: -5.13 0.60 -3.03  0.2170
H: -5.45 2.33 -3.29  0.1928
H: -3.87 1.63 -3.69  0.4602
H: -5.04 1.85 -0.86  0.2774
H: -3.76 2.90 -1.51  0.2695
H: -2.50 0.99 -1.80  0.1157
C: 3.05 -0.85 -8.65  -1.0286
C: 1.88 -0.61 -7.71  -0.1154
O: 1.68 -1.75 -6.88  -0.5027
H: 2.86 -1.72 -9.28  0.2646
H: 3.22 0.02 -9.29  0.3552
H: 3.97 -1.05 -8.08  0.2953
H: 0.97 -0.43 -8.28  0.3223
H: 2.07 0.26 -7.07  0.1896
H: 2.49 -1.90 -6.38  0.1979
C: -8.83 2.08 -3.90  -0.9682
C: -8.69 1.09 -2.76  -0.2955
O: -7.77 1.59 -1.79  -0.4634
H: -7.86 2.26 -4.37  0.2271
H: -9.53 1.70 -4.65  0.3494
H: -9.20 3.04 -3.53  0.3155
H: -8.30 0.14 -3.12  0.2767
H: -9.65 0.91 -2.27  0.2879
H: -8.12 2.43 -1.46  0.2844

total charge = +1
E_HOMO = -0.422 hartree
HOMO-LUMO gap = 6.610 eV

The following is a DFT calculation (ωB97M-V/def2-TZVPD) of a cluster of 12 separate species, C65H59F9N2O in total at a distorted geometry.

Last column: Mulliken charge in e.
Positions of all 136 atoms, in Å:
N: -0.27 6.12 -1.77  -0.5577
C: -0.19 4.81 -1.97  -0.3761
C: 0.81 4.26 -2.78  -0.1694
C: 1.67 5.11 -3.45  -0.3788
C: 1.58 6.48 -3.24  -0.3974
C: 0.56 6.92 -2.40  -0.3144
H: -0.96 4.21 -1.49  0.5622
H: 0.90 3.19 -2.91  0.4600
H: 2.41 4.66 -4.09  0.4145
H: 2.24 7.13 -3.80  0.4102
H: 0.44 7.99 -2.27  0.3717
N: -3.37 0.81 -3.16  -0.2500
C: -4.28 0.51 -2.21  0.2025
C: -5.64 0.39 -2.42  -0.4979
C: -6.16 0.67 -3.69  -0.5630
C: -5.25 1.03 -4.68  -0.3598
C: -3.90 1.10 -4.34  -0.4090
H: -3.90 0.19 -1.24  0.3094
H: -6.29 0.08 -1.61  0.3299
H: -7.21 0.53 -3.93  0.4126
H: -5.55 1.24 -5.69  0.4080
H: -3.21 1.41 -5.12  0.3654
C: 1.77 -2.01 -3.15  -0.0235
O: 3.18 -2.02 -3.34  -0.5012
H: 1.53 -0.97 -2.90  -0.0869
H: 1.23 -2.14 -4.09  0.4370
H: 1.38 -2.57 -2.31  -0.0914
H: 3.44 -2.95 -3.33  0.2843
F: -3.96 -7.19 -0.65  -0.3235
C: -2.68 -6.94 -0.97  0.2967
C: -1.97 -7.96 -1.59  -0.5904
C: -0.67 -7.71 -2.01  -0.3404
C: -0.11 -6.46 -1.85  -0.9288
C: -0.85 -5.44 -1.25  0.1749
C: -2.13 -5.69 -0.77  -0.5155
H: -2.48 -8.89 -1.80  0.4247
H: -0.03 -8.44 -2.48  0.3627
H: 0.87 -6.19 -2.22  0.5948
H: -0.48 -4.43 -1.15  0.2645
H: -2.71 -4.96 -0.21  0.5134
F: 2.84 -4.81 -1.44  -0.3696
C: 2.86 -4.95 -0.09  0.2567
C: 3.45 -3.94 0.63  -0.0541
C: 3.45 -4.03 2.03  -0.4691
C: 2.85 -5.11 2.64  -0.5753
C: 2.29 -6.16 1.90  -0.6948
C: 2.32 -6.08 0.51  -0.3667
H: 4.01 -3.22 0.05  0.5441
H: 4.06 -3.39 2.65  0.4922
H: 2.83 -5.28 3.71  0.4177
H: 1.80 -6.98 2.40  0.4212
H: 1.78 -6.77 -0.12  0.4751
F: -0.24 -2.78 0.37  -0.4630
C: -0.03 -1.46 0.20  0.7409
C: 1.25 -1.00 0.11  0.3725
C: 1.59 0.29 -0.25  -0.6264
C: 0.56 1.21 -0.44  -0.2195
C: -0.76 0.74 -0.34  -0.4293
C: -1.07 -0.60 -0.13  -0.1592
H: 2.03 -1.76 0.09  -0.1534
H: 2.63 0.57 -0.25  0.3569
H: 0.85 2.21 -0.71  0.1165
H: -1.61 1.37 -0.58  0.3463
H: -2.12 -0.87 -0.11  0.0684
F: -3.53 -0.59 2.16  -0.2774
C: -4.73 -0.01 2.25  0.3800
C: -5.74 -0.27 1.34  -0.0174
C: -6.89 0.53 1.38  -0.6651
C: -7.15 1.33 2.48  -0.5334
C: -6.14 1.57 3.42  -0.4922
C: -4.93 0.90 3.28  -0.3761
H: -5.61 -0.98 0.54  0.3143
H: -7.54 0.45 0.52  0.3761
H: -8.11 1.82 2.61  0.3735
H: -6.28 2.28 4.22  0.3988
H: -4.14 1.23 3.95  0.4302
F: 6.07 3.33 2.26  -0.3409
C: 5.24 4.18 1.61  -0.1302
C: 3.95 3.75 1.35  0.4173
C: 3.15 4.52 0.52  -0.5334
C: 3.61 5.78 0.12  -0.5756
C: 4.92 6.16 0.31  -0.6246
C: 5.77 5.31 1.02  -0.2850
H: 3.58 2.87 1.84  0.3503
H: 2.15 4.18 0.29  0.5150
H: 2.96 6.34 -0.55  0.2592
H: 5.18 7.15 -0.06  0.4136
H: 6.80 5.54 1.24  0.4642
F: 3.80 0.34 2.03  -0.0990
C: 3.02 0.22 3.11  0.0640
C: 2.28 -0.93 3.26  0.1696
C: 1.40 -1.09 4.32  -0.8887
C: 1.34 -0.11 5.29  -0.5019
C: 2.07 1.07 5.18  -0.7074
C: 2.90 1.23 4.07  -0.3820
H: 2.31 -1.71 2.51  0.5412
H: 0.70 -1.91 4.40  0.4942
H: 0.64 -0.19 6.12  0.4287
H: 2.08 1.88 5.90  0.4323
H: 3.54 2.11 4.04  0.4990
F: -3.90 -2.25 -0.16  -0.2093
C: -4.51 -2.87 -1.20  0.2950
C: -4.00 -2.86 -2.48  0.0955
C: -4.76 -3.43 -3.50  -0.8196
C: -5.92 -4.14 -3.18  -0.5535
C: -6.43 -4.16 -1.90  -0.7388
C: -5.72 -3.47 -0.92  -0.2969
H: -3.10 -2.27 -2.58  0.6005
H: -4.37 -3.31 -4.50  0.4592
H: -6.38 -4.78 -3.92  0.3841
H: -7.34 -4.68 -1.65  0.4387
H: -5.99 -3.49 0.14  0.4769
F: 7.47 3.25 -3.07  -0.3500
C: 6.77 2.32 -2.38  0.4582
C: 5.70 1.70 -3.01  -0.9548
C: 5.04 0.69 -2.31  0.0707
C: 5.43 0.33 -1.04  -0.4390
C: 6.41 1.05 -0.39  -0.3206
C: 7.11 2.05 -1.07  -0.6161
H: 5.37 1.94 -4.01  0.4844
H: 4.16 0.32 -2.82  0.3850
H: 4.92 -0.47 -0.51  0.3959
H: 6.65 0.88 0.65  0.4046
H: 7.85 2.68 -0.60  0.4543
F: 0.04 3.39 1.51  0.1502
C: -0.29 3.52 2.80  -0.0539
C: -0.59 2.41 3.56  0.0318
C: -0.88 2.49 4.91  -0.8312
C: -0.76 3.75 5.49  -0.6011
C: -0.46 4.89 4.74  -0.6411
C: -0.16 4.77 3.38  -0.4311
H: -0.67 1.43 3.10  0.6887
H: -1.22 1.62 5.46  0.4875
H: -1.05 3.93 6.52  0.3766
H: -0.53 5.78 5.35  0.3772
H: 0.09 5.61 2.75  0.4989

energy relative to the best compared isomer or geometry (same formula, charge and spin) = 0.250 eV
SMILES = Fc1ccccc1.Fc1ccccc1.Fc1ccccc1.Fc1ccccc1.Fc1ccccc1.Fc1ccccc1.Fc1ccccc1.Fc1ccccc1.Fc1ccccc1.c1ccncc1.c1ccncc1.CO
total charge = 0
E_HOMO = -0.330 hartree
HOMO-LUMO gap = 9.590 eV

The following energy values (in a.u.) correspond, in order, to the records above: -2641.73159 -304.78211 -654.62377 -5694.92786 -3595.72906.
The following molar mass values (in g mol⁻¹) correspond, in order, to the records above: 667.96 96.13 106.16 828.25 1055.18.